1.
# O2

A single O2 molecule (ωB97M-V with the def2-TZVPD basis set, the OMol25 dataset).

The SMILES is O=O.

Element x y z (Å)
O  -0.347  -0.114  0.446
O  0.347  0.114  -0.446

Löwdin charges, unit e, in atom order:
1 O 0.000
2 O 0.000



2.
# O2

A single O2 molecule (ωB97M-V with the def2-TZVPD basis set, the OMol25 dataset).

The SMILES is O=O.

Element x y z (Å)
O  -0.038  0.357  0.637
O  0.038  -0.357  -0.637

Löwdin charges, unit e, in atom order:
1 O 0.000
2 O 0.000



Least stable of them? 2.



1.
# C3H14N2O2

3 unconnected molecules or ions with the total composition C3H14N2O2 (ωB97M-V with the def2-TZVPD basis set, the OMol25 dataset).

The SMILES is CCNCN.O.O.

Element x y z (Å)
C  1.418  -1.455  -2.307
C  0.511  -0.563  -1.443
N  1.180  -0.150  -0.203
C  0.368  -0.543  0.961
N  0.848  -0.405  2.334
H  1.789  -2.405  -1.894
H  0.824  -1.670  -3.206
H  2.212  -0.835  -2.729
H  -0.477  -0.963  -1.273
H  0.418  0.310  -2.088
H  2.112  -0.524  -0.082
H  -0.574  0.008  0.988
H  0.108  -1.611  0.825
H  1.474  0.405  2.322
H  1.551  -1.114  2.547
O  -4.938  -0.034  -0.955
H  -4.016  -0.263  -1.109
H  -4.921  0.633  -0.280
O  1.036  2.809  1.590
H  1.959  2.987  1.772
H  1.018  1.992  1.074

Löwdin population analysis, charges in e, atoms 1 to 4:
1 C -0.102
2 C -0.285
3 N -0.083
4 C -0.352



2.
# C3H14N2O2

3 unconnected molecules or ions with the total composition C3H14N2O2 (ωB97M-V with the def2-TZVPD basis set, the OMol25 dataset).

The SMILES is C[C@@H](N)CN.O.O.

Element x y z (Å)
C  0.532  2.015  -0.113
C  0.699  0.594  0.354
N  0.556  0.564  1.812
C  -0.452  -0.241  -0.279
N  -0.312  -1.670  -0.306
H  0.483  2.009  -1.198
H  1.398  2.589  0.213
H  -0.332  2.542  0.277
H  1.621  0.227  -0.081
H  -0.256  1.113  2.024
H  0.448  -0.351  2.228
H  -1.383  0.058  0.188
H  -0.601  0.089  -1.313
H  -0.247  -2.137  0.579
H  0.291  -2.021  -1.025
O  4.546  -3.106  1.939
H  3.838  -3.619  1.534
H  4.221  -2.971  2.839
O  -5.026  1.214  -2.912
H  -4.979  2.173  -2.926
H  -5.047  0.928  -3.833

Löwdin population analysis, charges in e, atoms 1 to 4:
1 C -0.093
2 C -0.453
3 N 0.031
4 C -0.286



Least stable of them? 1.